No. 1
Molecular formula: C9H16N4O2
Method: DFT, ωB97M-V/def2-TZVPD

Calculated values
orbital gap: 9.55 eV
relative energy (zero: lowest compared OMol25 entry of this formula, charge and spin): 0.0 kcal per mole
SMILES string: NCCCCNCc1c[nH]c(=O)[nH]c1=O
total energy: -722.07056 Eh
HOMO level: -0.330 Ha

```
31
Properties=species:S:1:pos:R:3:forces:R:3:mulliken_charge:R:1
O -0.677 -0.848 -4.380 0.158 -0.099 0.623 -0.654
O 2.438 2.229 -5.125 -0.844 -0.601 -0.103 -0.642
N 0.637 0.853 -4.773 1.923 0.725 -0.349 -0.133
N -0.242 -0.458 -0.156 0.227 -0.065 -0.659 -0.193
N 0.308 0.688 4.526 0.731 0.332 0.344 -0.611
N 1.953 1.758 -3.006 -0.977 -0.333 0.666 -0.092
C 1.163 1.121 -2.042 -1.228 -1.236 -1.140 -0.258
C 0.032 0.030 -3.897 -2.469 -1.956 0.428 0.296
C 0.166 0.249 -2.452 1.922 1.678 -0.138 0.206
C -0.256 -1.275 2.167 0.081 -0.401 0.600 -0.719
C -0.695 -0.568 -1.560 -0.282 -1.097 1.099 -0.601
C -1.152 -0.176 2.739 -0.249 -0.248 0.035 -0.371
C -0.976 0.086 4.229 0.171 -0.902 0.503 -0.626
C 1.680 1.636 -4.366 2.685 1.898 -0.193 0.225
C -0.530 -1.601 0.713 -1.618 0.867 -0.082 -0.677
H -0.394 -2.199 2.766 -0.012 0.368 -0.284 0.343
H 0.792 -1.008 2.272 0.250 0.157 0.014 0.329
H -1.751 0.778 4.561 -0.064 -0.062 0.024 0.418
H 0.789 0.444 -5.698 -0.487 0.496 0.204 0.286
H 1.356 1.289 -0.987 0.198 0.033 -0.258 0.435
H -0.969 0.762 2.197 -0.217 -0.088 0.204 0.217
H 1.067 0.009 4.396 -0.417 0.502 0.306 0.208
H -2.200 -0.488 2.609 0.177 0.197 -0.244 0.238
H 0.331 1.063 5.485 0.160 -0.464 -0.739 0.236
H -0.593 0.405 0.225 -0.175 0.033 0.290 0.193
H 0.070 -2.440 0.402 0.132 -0.373 -0.242 0.395
H -1.628 -1.861 0.650 0.810 -0.181 -0.086 0.350
H -1.779 -0.315 -1.681 0.655 -0.076 -0.019 0.267
H -0.619 -1.648 -1.843 0.004 0.832 0.006 0.392
H -1.083 -0.874 4.815 -0.336 0.660 -0.626 0.295
H 2.762 2.358 -2.786 -0.910 -0.594 -0.187 0.247
```
Forces are in eV/Å.

No. 2
Molecular formula: C5H9NO
Method: DFT, ωB97M-V/def2-TZVPD

Calculated values
orbital gap: 8.88 eV
relative energy (zero: lowest compared OMol25 entry of this formula, charge and spin): 71.5 kcal per mole
SMILES string: C/C(O)=C1/CN1C
total energy: -325.82358 Eh
HOMO level: -0.295 Ha

```
16
Properties=species:S:1:pos:R:3:forces:R:3:mulliken_charge:R:1
O -1.947 -1.058 1.235 0.410 -0.661 -0.009 -0.526
N 1.295 0.249 -0.163 0.072 0.098 -0.028 -0.374
C -1.101 -0.112 0.722 0.283 0.266 -0.229 0.773
C -1.706 1.252 0.799 -0.165 0.420 0.009 -1.126
C 1.409 0.355 -1.619 -0.045 0.077 -0.213 -0.805
C 1.352 -1.157 0.315 0.109 -0.342 0.016 -0.316
C 0.123 -0.391 0.294 -0.522 0.316 0.288 -0.158
H 1.510 -1.920 -0.450 0.071 0.083 0.181 0.265
H 2.465 0.458 -1.901 -0.234 -0.057 0.114 0.276
H -2.800 1.185 0.851 0.267 -0.075 -0.041 0.356
H -1.451 1.887 -0.054 0.114 -0.161 0.180 0.310
H 0.871 1.236 -1.981 0.091 -0.062 0.171 0.272
H -1.516 -1.918 1.094 -0.292 0.213 0.213 0.293
H -1.360 1.750 1.722 -0.117 -0.137 -0.360 0.242
H 0.979 -0.523 -2.126 0.083 0.092 0.031 0.308
H 1.877 -1.294 1.264 -0.124 -0.071 -0.324 0.211
```
Forces are in eV/Å.

Copy entry 1 word for word.
Molecular formula: C9H16N4O2
Method: DFT, ωB97M-V/def2-TZVPD

Calculated values
orbital gap: 9.55 eV
relative energy (zero: lowest compared OMol25 entry of this formula, charge and spin): 0.0 kcal per mole
SMILES string: NCCCCNCc1c[nH]c(=O)[nH]c1=O
total energy: -722.07056 Eh
HOMO level: -0.330 Ha

```
31
Properties=species:S:1:pos:R:3:forces:R:3:mulliken_charge:R:1
O -0.677 -0.848 -4.380 0.158 -0.099 0.623 -0.654
O 2.438 2.229 -5.125 -0.844 -0.601 -0.103 -0.642
N 0.637 0.853 -4.773 1.923 0.725 -0.349 -0.133
N -0.242 -0.458 -0.156 0.227 -0.065 -0.659 -0.193
N 0.308 0.688 4.526 0.731 0.332 0.344 -0.611
N 1.953 1.758 -3.006 -0.977 -0.333 0.666 -0.092
C 1.163 1.121 -2.042 -1.228 -1.236 -1.140 -0.258
C 0.032 0.030 -3.897 -2.469 -1.956 0.428 0.296
C 0.166 0.249 -2.452 1.922 1.678 -0.138 0.206
C -0.256 -1.275 2.167 0.081 -0.401 0.600 -0.719
C -0.695 -0.568 -1.560 -0.282 -1.097 1.099 -0.601
C -1.152 -0.176 2.739 -0.249 -0.248 0.035 -0.371
C -0.976 0.086 4.229 0.171 -0.902 0.503 -0.626
C 1.680 1.636 -4.366 2.685 1.898 -0.193 0.225
C -0.530 -1.601 0.713 -1.618 0.867 -0.082 -0.677
H -0.394 -2.199 2.766 -0.012 0.368 -0.284 0.343
H 0.792 -1.008 2.272 0.250 0.157 0.014 0.329
H -1.751 0.778 4.561 -0.064 -0.062 0.024 0.418
H 0.789 0.444 -5.698 -0.487 0.496 0.204 0.286
H 1.356 1.289 -0.987 0.198 0.033 -0.258 0.435
H -0.969 0.762 2.197 -0.217 -0.088 0.204 0.217
H 1.067 0.009 4.396 -0.417 0.502 0.306 0.208
H -2.200 -0.488 2.609 0.177 0.197 -0.244 0.238
H 0.331 1.063 5.485 0.160 -0.464 -0.739 0.236
H -0.593 0.405 0.225 -0.175 0.033 0.290 0.193
H 0.070 -2.440 0.402 0.132 -0.373 -0.242 0.395
H -1.628 -1.861 0.650 0.810 -0.181 -0.086 0.350
H -1.779 -0.315 -1.681 0.655 -0.076 -0.019 0.267
H -0.619 -1.648 -1.843 0.004 0.832 0.006 0.392
H -1.083 -0.874 4.815 -0.336 0.660 -0.626 0.295
H 2.762 2.358 -2.786 -0.910 -0.594 -0.187 0.247
```
Forces are in eV/Å.

> Number 1 is which compound?

C9H16N4O2